Entry 1:
{"formula": "C9H34O8", "method": "the ωB97M-V functional and the def2-TZVPD basis", "elements": ["C", "O", "H", "H", "H", "H", "C", "O", "H", "H", "H", "H", "C", "O", "H", "H", "H", "H", "C", "O", "H", "H", "H", "H", "C", "O", "H", "H", "H", "H", "C", "O", "H", "H", "H", "H", "C", "O", "H", "H", "H", "H", "C", "C", "O", "H", "H", "H", "H", "H", "H"], "positions_angstrom": [[6.251040, -14.062080, 0.548790], [7.153620, -13.955850, 1.656940], [5.240640, -13.660880, 0.627740], [6.704510, -13.947100, -0.435710], [6.026340, -15.126120, 0.622500], [8.003420, -13.812690, 1.233910], [5.116700, -12.451760, 7.315040], [4.422390, -11.577740, 6.373650], [5.447780, -11.891140, 8.189220], [4.615890, -13.374020, 7.609520], [6.160250, -12.558600, 7.018900], [5.110210, -11.125300, 5.879900], [1.923880, -16.130490, 1.683860], [2.216580, -14.747600, 1.771900], [2.229250, -16.623090, 2.607000], [0.891810, -16.250160, 1.354290], [2.553020, -16.538260, 0.892660], [1.879660, -14.421940, 2.609770], [5.167060, -19.861040, 2.577970], [4.177370, -18.905820, 3.041440], [6.079440, -19.385000, 2.218740], [5.365450, -20.688940, 3.258640], [4.718400, -20.366990, 1.723090], [4.647870, -18.069120, 3.028340], [1.525350, -12.453530, 4.428850], [2.482320, -13.391390, 4.804670], [0.717980, -12.462650, 5.161090], [1.882330, -11.444810, 4.636540], [0.982710, -12.521490, 3.485960], [3.105120, -12.928950, 5.370230], [7.952520, -18.184390, 6.097730], [8.352830, -16.947980, 5.546130], [8.736190, -18.723370, 6.630150], [7.041740, -18.234460, 6.694450], [7.859660, -18.952490, 5.329940], [7.622690, -16.645170, 5.001330], [1.450820, -15.650690, 8.112710], [0.988120, -15.048810, 6.895920], [0.590860, -15.882500, 8.741060], [1.892420, -16.618140, 7.873710], [2.083950, -14.983310, 8.697400], [1.734020, -14.666560, 6.427830], [5.193070, -15.606130, 5.913140], [5.267360, -15.312740, 4.415250], [6.469850, -15.779950, 3.885060], [5.064320, -16.687700, 5.954810], [4.233930, -15.319030, 6.344080], [5.986140, -15.150830, 6.506290], [5.293930, -14.243940, 4.202990], [4.375360, -15.633090, 3.876900], [6.775550, -15.174990, 3.205230]], "forces_ev_per_angstrom": [[-0.6182, -2.7925, 0.1179], [0.0522, 1.3006, -0.3354], [0.5181, 1.0830, 0.4147], [0.0514, 0.6103, 0.2134], [-0.3650, -0.3865, -0.7353], [0.2552, 0.0873, 0.4933], [1.5220, 1.7299, 0.2069], [-0.0144, -1.2591, 0.7377], [-1.2866, 0.3029, 0.7674], [-0.1202, 0.3373, -0.5373], [-0.1431, -1.2160, -1.0758], [-0.0821, 0.0277, -0.1128], [0.5174, 0.3132, -0.4359], [0.2303, 0.4215, -0.1015], [-0.5824, -0.3405, 0.0302], [-0.1478, -0.4680, 0.4894], [0.0399, 0.0051, -0.0416], [0.0903, 0.0304, 0.1154], [-1.0917, -0.2067, -0.8075], [1.1376, -0.5072, -0.0219], [0.0472, 0.0123, 0.3317], [0.1285, 0.4995, 0.6007], [0.0362, 0.0528, -0.2833], [-0.1941, 0.2417, 0.2164], [-1.6005, 1.6994, 1.8483], [0.4352, -1.1340, -0.5945], [-0.4688, -0.4338, 0.1762], [0.3715, 0.2266, -0.8670], [0.9552, -0.4732, -0.4397], [0.4257, 0.2298, 0.0243], [0.5330, -1.4501, -0.6917], [0.1552, -0.6088, 1.0580], [0.4280, 0.9959, 0.6967], [-0.0665, 0.5948, 0.1100], [-0.6835, 0.0903, -0.7179], [-0.2229, 0.3771, -0.4239], [-0.6626, -0.0974, -0.5989], [-0.1575, -0.0723, 0.7505], [-0.1888, 0.1954, -0.1546], [0.5373, 0.0681, 0.2396], [0.3233, -0.1243, -0.1087], [0.1240, 0.0859, -0.2805], [-1.0820, -0.5010, -0.7973], [-0.3623, 2.0654, 0.5062], [0.5571, -1.3921, -0.2134], [0.9079, -0.2653, 0.5554], [-0.1295, 0.5747, -0.2160], [0.1526, -0.5174, -0.2018], [-0.4006, 0.4159, 0.4322], [-0.0430, -0.6146, 0.0191], [0.1815, 0.1860, -0.3577]], "lowdin_charge": [-0.128, -0.129, 0.082, 0.084, 0.071, 0.084, -0.123, -0.121, 0.073, 0.072, 0.080, 0.082, -0.150, -0.136, 0.072, 0.078, 0.075, 0.034, -0.139, -0.130, 0.079, 0.071, 0.068, 0.042, -0.162, -0.125, 0.078, 0.084, 0.085, 0.043, -0.186, -0.114, 0.071, 0.069, 0.064, 0.010, -0.154, -0.129, 0.073, 0.073, 0.071, 0.023, -0.059, -0.303, -0.082, 0.078, 0.050, 0.081, 0.111, 0.102, 0.057], "spin_multiplicity": 1, "largest_force_ha_per_bohr": 0.05791, "de_lowest_ev": 5.217, "smiles": "CCO.CO.CO.CO.CO.CO.CO.CO"}

Entry 2:
{"formula": "C9H36BO13PS", "method": "the ωB97M-V functional and the def2-TZVPD basis", "elements": ["C", "P", "O", "O", "S", "O", "O", "C", "B", "O", "O", "H", "H", "H", "H", "H", "H", "H", "H", "C", "O", "H", "H", "H", "H", "C", "O", "H", "H", "H", "H", "C", "O", "H", "H", "H", "H", "C", "O", "H", "H", "H", "H", "C", "O", "H", "H", "H", "H", "C", "O", "H", "H", "H", "H", "C", "O", "H", "H", "H", "H"], "positions_angstrom": [[-3.287430, 2.623131, -3.040732], [-1.865729, 3.855459, -2.521187], [-1.515274, 3.324452, -0.859340], [-0.489687, 3.726957, -3.551474], [0.243202, 2.207675, -3.628529], [-0.736589, 1.098404, -4.186714], [0.624136, 1.579714, -2.049029], [2.075964, 1.850854, -1.797046], [2.738838, 0.399582, -1.347205], [1.771484, -0.602166, -0.786157], [4.170649, 0.046652, -1.418610], [-4.175393, 2.813771, -2.265700], [-3.700400, 2.903674, -4.104427], [-2.979950, 1.501340, -2.915342], [-0.552082, 3.609360, -0.672109], [2.546945, 2.292993, -2.794104], [2.238809, 2.576173, -0.865437], [1.610451, -1.328817, -1.464291], [4.346970, -0.556342, -0.626878], [0.770869, -1.695903, 2.906144], [2.016204, -1.499365, 2.262181], [0.891445, -2.445625, 3.691567], [0.437430, -0.755302, 3.351445], [0.035191, -2.048155, 2.179010], [1.878078, -0.829569, 1.570927], [3.442238, 0.076487, -5.282770], [3.682858, 0.605482, -3.991862], [2.741238, 0.728589, -5.808957], [4.381462, 0.030207, -5.839474], [3.009747, -0.922991, -5.193192], [4.307773, 0.006236, -3.549228], [-0.404444, -4.796570, 5.974092], [0.560323, -3.763086, 5.901222], [-1.304753, -4.408798, 6.456364], [-0.651870, -5.137087, 4.965611], [-0.006846, -5.626589, 6.563173], [1.347295, -4.136545, 5.469086], [-2.635457, -3.743915, 2.818912], [-2.502739, -5.117402, 3.135288], [-1.744899, -3.212520, 3.162477], [-2.732615, -3.626036, 1.736844], [-3.516442, -3.336844, 3.321096], [-3.307071, -5.562757, 2.818670], [-0.105133, 7.651837, -0.967452], [-0.440777, 6.282705, -1.097799], [-0.226767, 8.141286, -1.936553], [-0.768738, 8.122792, -0.238045], [0.934266, 7.743867, -0.643091], [-0.323363, 5.874983, -0.222862], [-2.502612, -6.408625, 8.787074], [-1.627111, -6.892121, 7.785123], [-3.026912, -5.528990, 8.406465], [-3.230961, -7.182917, 9.040414], [-1.926268, -6.131581, 9.673134], [-1.176284, -7.671958, 8.151387], [0.160075, 4.231245, -7.526837], [-0.175570, 2.862111, -7.657184], [0.038440, 4.720693, -8.495938], [-0.503530, 4.702198, -6.797430], [1.199474, 4.323274, -7.202476], [-0.058155, 2.454390, -6.782246]], "forces_ev_per_angstrom": [[-0.2791, -1.0119, 0.8551], [-2.2352, 1.5085, 1.3590], [2.0537, 0.5480, -2.4564], [-0.5752, -3.2262, 1.8547], [-1.3972, -4.4296, -1.7393], [2.9070, 4.5011, 2.2502], [0.4887, 1.9033, -1.5479], [0.9590, 0.2126, 0.2062], [-0.0026, -1.7465, 0.0626], [2.0057, 0.9428, -2.3264], [-2.9158, 0.0937, 2.1580], [2.0743, -0.1234, -1.5515], [1.1351, -0.6296, 2.0442], [-0.6850, 2.0859, -0.6166], [-2.2278, -0.6819, -0.4276], [-0.6887, -0.8702, 2.4294], [-0.6205, -1.1336, -2.0877], [0.3576, 1.2746, 1.4161], [-0.3197, 0.8709, -1.6984], [0.0208, 0.0812, -0.1011], [0.3100, 0.3617, -0.3452], [0.0015, 0.1669, -0.1121], [-0.2361, -0.1190, 0.1365], [-0.1818, -0.0057, 0.1234], [0.0795, -0.5132, 0.1851], [0.0739, -0.1047, -0.0777], [0.2163, -0.2707, 0.1787], [0.0982, -0.0738, 0.1279], [-0.1333, -0.0680, -0.2081], [-0.0449, -0.0182, -0.2727], [-0.2714, 0.4854, -0.0182], [0.1999, -0.3891, -0.1659], [0.7128, 0.3790, -0.2521], [0.2070, -0.0105, -0.0547], [-0.2544, -0.1496, 0.1194], [-0.3139, 0.0228, -0.0587], [-0.4358, 0.2824, 0.2967], [-0.1694, -0.0367, -0.0646], [-0.3007, -0.5067, -0.0782], [-0.1319, -0.1892, 0.0008], [0.0087, 0.2802, 0.0020], [0.0466, 0.2623, -0.0767], [0.5304, 0.1735, 0.2311], [0.0780, 0.0161, 0.1876], [0.1156, -0.5431, 0.3622], [-0.0140, -0.1907, 0.1278], [0.0966, 0.2274, -0.0548], [0.0055, 0.2848, -0.0239], [-0.1986, 0.2799, -0.4685], [0.0767, -0.1672, 0.1180], [0.2857, -0.5460, 0.0201], [0.1387, -0.1548, -0.0247], [-0.1507, 0.1696, 0.1675], [-0.2191, 0.1108, 0.1326], [-0.2378, 0.4389, -0.2991], [-0.0063, -0.0987, 0.1967], [0.0342, -0.4131, 0.2867], [-0.0021, -0.1657, 0.1201], [0.1042, 0.2574, -0.0261], [0.0247, 0.2904, -0.0106], [-0.1978, 0.0748, -0.5111]], "lowdin_charge": [-0.292, 0.888, -0.358, -0.618, 0.969, -0.460, -0.397, -0.144, -0.376, 0.028, 0.046, 0.065, 0.063, 0.046, 0.055, 0.109, 0.141, 0.134, 0.135, -0.158, -0.136, 0.062, 0.083, 0.067, 0.049, -0.130, -0.155, 0.079, 0.081, 0.084, 0.074, -0.163, -0.143, 0.080, 0.067, 0.064, 0.080, -0.158, -0.137, 0.060, 0.078, 0.079, 0.084, -0.155, -0.180, 0.084, 0.078, 0.076, 0.073, -0.159, -0.145, 0.079, 0.074, 0.078, 0.088, -0.167, -0.131, 0.080, 0.073, 0.075, 0.055], "spin_multiplicity": 1, "largest_force_ha_per_bohr": 0.11302}

Entry 3:
{"formula": "C9H36N17O11", "method": "the ωB97M-V functional and the def2-TZVPD basis", "elements": ["N", "H", "H", "H", "H", "C", "O", "O", "O", "C", "O", "N", "N", "H", "H", "H", "H", "C", "O", "N", "N", "H", "H", "H", "H", "C", "O", "N", "N", "H", "H", "H", "H", "C", "O", "N", "N", "H", "H", "H", "H", "C", "O", "N", "N", "H", "H", "H", "H", "C", "O", "N", "N", "H", "H", "H", "H", "C", "O", "N", "N", "H", "H", "H", "H", "C", "O", "N", "N", "H", "H", "H", "H"], "positions_angstrom": [[3.651014, 2.000133, 1.443020], [2.689997, 1.776330, 1.227510], [4.185848, 1.205262, 1.123282], [3.660260, 2.162257, 2.439880], [4.001023, 2.760126, 0.877327], [-0.381844, 0.442762, -0.579516], [0.544177, -0.262632, -0.992097], [-0.206597, 1.016055, 0.530878], [-1.345031, 0.726136, -1.275709], [-3.257957, -0.418810, -6.017707], [-3.434212, -0.273680, -7.229800], [-3.713279, 0.427124, -5.139314], [-2.331962, -1.134100, -5.529516], [-4.355590, 1.142347, -5.449128], [-3.363137, 0.450163, -4.192239], [-2.039345, -0.850688, -4.605295], [-1.701114, -1.643642, -6.131581], [-2.733435, 5.913561, -1.056035], [-2.985537, 7.104775, -1.149377], [-2.316503, 5.332109, 0.004978], [-2.946585, 5.061591, -2.012728], [-2.031240, 5.904420, 0.786759], [-2.423067, 4.331354, 0.090015], [-2.796604, 4.097948, -1.750059], [-3.317447, 5.230355, -2.936893], [-6.007157, -1.173696, 1.231557], [-6.901957, -1.628874, 1.907219], [-5.329797, -1.765664, 0.266257], [-5.498854, -0.020905, 1.513742], [-5.451351, -2.744398, 0.048544], [-4.548815, -1.250838, -0.114703], [-5.811336, 0.386997, 2.383270], [-4.638684, 0.231676, 1.048530], [1.850475, 1.651623, -5.723642], [1.972763, 2.105435, -6.829713], [1.043062, 2.151115, -4.861595], [2.288667, 0.539864, -5.277877], [0.494330, 2.894685, -5.269149], [0.715663, 1.770564, -3.985199], [1.941967, 0.257697, -4.372176], [2.699484, -0.146262, -5.894771], [0.245507, -5.583589, -2.295226], [0.681229, -6.684582, -2.227887], [0.848359, -4.527166, -2.792840], [-0.885883, -5.206940, -1.716900], [1.649393, -4.749388, -3.366510], [0.613027, -3.608912, -2.444257], [-1.110699, -4.250816, -1.952254], [-1.453592, -5.939096, -1.314705], [6.147483, -2.557185, 1.744447], [6.176658, -1.354476, 1.605826], [7.101095, -3.305503, 2.146640], [5.114997, -3.207707, 1.371924], [8.004440, -3.016403, 2.493760], [6.979250, -4.305999, 2.081413], [5.072161, -4.208941, 1.497564], [4.333489, -2.678249, 1.012730], [1.012575, -2.991871, 4.606203], [1.576426, -4.005506, 4.965564], [1.223859, -1.877097, 5.255388], [0.279776, -2.901753, 3.511531], [1.079582, -0.973629, 4.827562], [1.625742, -1.923231, 6.180838], [0.203391, -3.691790, 2.886938], [0.079248, -1.972181, 3.171270], [0.961819, 3.715079, 6.052419], [2.068198, 3.767650, 5.549001], [-0.124729, 3.336908, 5.487006], [0.695387, 4.066342, 7.243380], [-1.028634, 3.485527, 5.912434], [-0.083701, 2.850111, 4.603012], [1.333698, 4.502948, 7.893022], [-0.289844, 4.037173, 7.463759]], "forces_ev_per_angstrom": [[-0.0316, -0.3787, -0.5112], [-1.4834, -0.1066, -0.7673], [0.4187, -0.8503, 0.4962], [0.5938, 0.1217, 0.4015], [-0.2991, 0.7324, 0.1178], [1.7963, 1.1388, 0.7506], [3.2714, -3.4120, -1.9419], [0.1353, 1.7974, 3.9920], [-4.6199, 0.7349, -2.7424], [-0.1808, 3.0244, -4.5493], [-1.2035, -0.8204, -0.4271], [-2.8160, 2.7037, 2.5595], [4.0716, -4.2416, 2.4749], [0.2392, -0.2574, 0.1672], [-0.3111, 0.1509, -0.0941], [0.5756, -0.7369, -0.1011], [-0.2422, 0.2354, 0.2112], [-1.8275, 3.5283, -1.7156], [0.3487, 1.3089, -0.0238], [1.8430, -1.7747, 4.7680], [-0.6202, -3.4784, -3.1496], [-0.2631, -0.3799, -0.1514], [0.5438, 0.2018, 0.4465], [0.0475, -0.0982, -0.7731], [0.0845, 0.4646, 0.6012], [-0.7299, -1.7808, 1.2143], [-1.6039, -1.2723, 0.2507], [0.8952, -1.7295, -2.3903], [1.4545, 4.2579, 0.8372], [-0.0497, 0.4404, 0.0511], [-0.0242, -0.6490, -0.2632], [0.3452, 0.1809, -0.4052], [-0.0908, 0.6230, 0.6382], [-1.0236, 0.3160, -2.0211], [1.1232, 0.9592, -2.3625], [-3.9920, 4.4740, 2.8803], [3.2444, -5.5356, 1.4037], [-0.0219, 0.0700, 0.5346], [0.1778, -0.1712, -0.1443], [0.3635, -0.5049, -0.2491], [0.0005, 0.2949, 0.2647], [-0.7130, 0.6536, 1.5241], [1.3056, -3.3746, -0.6292], [2.1621, 1.5847, -2.0500], [-1.8111, 0.2909, 0.7412], [0.0371, 0.7311, 0.3408], [0.5573, 0.0843, -0.4414], [-1.2753, -0.4900, 0.6656], [-0.2402, 0.7325, -0.0500], [-0.2081, 3.4595, -0.9872], [0.6508, 2.6378, 0.4072], [4.7388, -3.6234, 2.1752], [-4.5684, -2.9091, -1.4169], [-0.5168, 0.4396, -0.2499], [0.2240, 0.2695, 0.1671], [-0.5813, 0.3561, -0.1946], [0.0575, -0.4138, 0.0756], [1.5198, -2.1262, -0.5171], [-0.0463, -1.7631, 0.5813], [0.1615, 3.7038, 1.8994], [-1.4048, 0.5166, -1.7362], [-0.1529, -0.1888, 0.3301], [0.0714, -0.0271, -0.4946], [0.1738, 0.3192, 0.1803], [-0.3231, -0.3535, -0.4088], [3.5256, 0.3906, -1.8346], [1.1874, -0.4088, -0.8183], [-4.1531, -2.2607, -4.0202], [-1.1512, 2.0882, 6.5210], [0.2796, -0.3121, -0.4495], [-0.1747, 0.2861, 0.0432], [-0.0725, -0.1341, -0.4812], [0.6009, 0.2600, 0.8501]], "lowdin_charge": [0.349, 0.128, 0.143, 0.149, 0.150, -1.242, -0.206, -0.236, -0.170, -0.804, -0.008, 0.160, 0.170, 0.117, 0.110, 0.115, 0.127, -0.818, 0.002, 0.169, 0.166, 0.122, 0.120, 0.107, 0.120, -0.802, 0.017, 0.164, 0.156, 0.115, 0.107, 0.121, 0.114, -0.855, 0.033, 0.165, 0.168, 0.120, 0.119, 0.113, 0.120, -0.812, 0.048, 0.154, 0.152, 0.114, 0.111, 0.106, 0.115, -0.843, 0.006, 0.175, 0.176, 0.126, 0.114, 0.119, 0.133, -0.787, 0.009, 0.149, 0.176, 0.102, 0.113, 0.119, 0.109, -0.835, 0.016, 0.168, 0.163, 0.116, 0.130, 0.130, 0.111], "spin_multiplicity": 1, "charge": -1, "largest_force_ha_per_bohr": 0.13503}

What did we get for orbital gap? Answer: 0.371, 0.311, 0.123 Eh, in the order shown.
What did we get for lowest unoccupied orbital energy? Answer: 0.0144, 0.0041, 0.0340 hartree, in the order shown.